C3H10Cl2Si2 | ωB97M-V/def2-TZVPD

```
17
Properties=species:S:1:pos:R:3:forces:R:3:lowdin_charge:R:1
C 1.4485 -0.6396 1.4098 0.0761 0.2613 -0.3110 -0.2611
C 1.0260 2.3208 0.3536 0.2223 -0.3371 0.0561 -0.2765
C -2.3435 -1.2869 -0.3248 0.2237 -0.0612 -0.2414 -0.8283
Si -1.2355 -1.0140 -1.8582 -0.6069 -0.4719 0.2510 0.6226
Si 1.3786 0.5147 -0.1008 -0.2136 0.5260 0.9355 0.1849
Cl -2.5032 0.2524 0.5634 0.0119 0.3795 0.2025 0.4466
Cl 3.1616 0.4266 -1.1132 0.5147 -0.0149 -0.1829 0.2344
H 2.1335 -1.4644 1.2412 0.1104 -0.0979 -0.1247 0.0150
H 1.7739 -0.1102 2.3030 0.0716 0.1670 0.0813 0.0262
H 0.4706 -1.0579 1.6207 -0.2659 -0.0364 0.0218 -0.0006
H 1.7674 2.7011 1.0573 0.1165 -0.0181 0.0651 0.0247
H 1.0421 2.9597 -0.5231 0.0174 0.0214 -0.1890 0.0153
H 0.0490 2.4130 0.8178 -0.1919 -0.0787 0.0700 0.0052
H -1.9264 -2.0068 0.3751 0.0442 -0.0825 -0.0692 0.0098
H -3.3556 -1.6010 -0.5757 0.0526 -0.0492 -0.0980 0.0156
H -1.8998 -0.0891 -2.7729 -0.1950 0.2544 -0.2405 -0.1106
H -0.9873 -2.3186 -2.4731 0.0119 -0.3619 -0.2267 -0.1232
```
Forces are in eV/Å.

Output
Energy relative to the best compared isomer or geometry (same formula, charge and spin) ... 0.050 eV
Gap between HOMO and LUMO (spin up / spin down) ... 7.04 / 8.40 eV
<S²> ... 2.002
Multiplicity ... 3



C3H10ClN2OP | ωB97M-V/def2-TZVPD

```
18
Properties=species:S:1:pos:R:3:forces:R:3:lowdin_charge:R:1
C -1.4081 2.9713 0.3492 -1.0055 -1.5435 -0.2598 -0.1168
C 2.0274 -1.3434 -0.9549 0.9639 -1.8142 -1.0776 -0.2064
C 0.7571 -2.1229 1.0030 0.5575 0.0577 0.0999 -0.1774
N -1.6749 1.4682 0.4866 0.6861 1.0732 -2.1131 -0.2456
N 1.3049 -1.0839 0.1857 -2.0449 1.3254 1.2499 -0.1564
O -1.0012 0.9664 -2.0524 0.1715 -0.2079 -0.0028 -0.4179
P -1.0628 0.3366 -0.7174 -1.5344 1.5926 0.4777 0.4113
Cl -2.5987 -1.0791 -0.5221 0.3074 -0.1055 -0.1035 0.1911
H -1.4957 3.3832 1.3303 -0.4012 0.3110 0.6120 0.0634
H -0.4501 3.2268 0.0107 1.7131 -0.0835 -0.5068 0.0454
H -2.0666 3.4714 -0.3599 -0.4470 -0.4573 0.2278 0.0780
H 1.7268 -0.8209 -1.8501 -0.2727 1.1087 -0.0063 0.0694
H 3.0697 -1.0976 -0.7334 0.2177 0.0994 -0.3054 0.0939
H 1.9908 -2.3733 -1.3368 0.1566 -0.4366 0.4711 0.0785
H 0.4472 -3.0449 0.4100 0.2997 0.9392 1.0327 0.1015
H 1.6421 -2.2682 1.6413 0.0117 -1.1252 0.1554 0.0861
H 0.0290 -1.7545 1.7953 0.3171 -0.3507 -1.5468 0.0824
H -1.2369 1.1648 1.3147 0.3036 -0.3829 1.5956 0.0196
```
Forces are in eV/Å.

Output
Energy relative to the best compared isomer or geometry (same formula, charge and spin) ... 0.000 eV
Gap between HOMO and LUMO (spin up / spin down) ... 9.03 / 7.50 eV
<S²> ... 2.010
Multiplicity ... 3



C3H10CuGaS | ωB97M-V/def2-TZVPD

```
16
Properties=species:S:1:pos:R:3:forces:R:3:lowdin_charge:R:1
C -1.0474 -1.6728 -0.3722 -0.1141 0.3091 -0.3216 -0.1163
C 0.2979 -1.1008 -0.8356 -0.1827 -0.0537 0.1665 -0.3452
C 1.0455 -0.3334 0.2588 -0.0401 0.3110 0.1073 -0.3507
Ga 0.7054 1.6455 0.1722 0.4795 -0.4390 -2.4514 0.1157
S -1.4715 2.1300 0.8455 -0.2937 0.7127 0.6485 0.3442
H -1.8619 -1.0003 -0.6360 -0.0941 0.1054 0.1066 0.0587
H -1.2643 -2.6144 -0.8695 -0.0134 -0.1773 0.0799 0.0643
H -1.0864 -1.8040 0.7061 0.0575 -0.2016 0.0952 0.0638
H 0.9201 -1.9092 -1.2179 0.0820 -0.0935 0.0212 0.0934
H 0.1080 -0.4397 -1.6821 0.0926 -0.0237 -0.2017 0.0806
H 0.8236 -0.7624 1.2410 0.1014 -0.2121 0.0419 0.0323
H 2.1215 -0.4187 0.1071 0.1481 -0.0390 0.1019 0.0453
H 1.0904 2.2323 -1.2244 -0.0221 0.2000 0.1312 -0.0646
H 1.5176 2.4178 1.4063 -0.1656 -0.0467 0.9244 -0.0256
H -2.1735 2.0355 -0.2751 -0.0886 -0.4622 -0.2471 -0.2107
Cu 0.2750 1.5947 2.3759 0.0533 0.1106 0.7974 0.2149
```
Forces are in eV/Å.

Output
Energy relative to the best compared isomer or geometry (same formula, charge and spin) ... 0.000 eV
Gap between HOMO and LUMO ... 7.42 eV



Number 1: energy -44071.4070 eV. Number 2: energy -30109.7208 eV. Number 3: energy -111122.1778 eV.